Entry from the Open Molecules 2025 dataset: a 2-piece molecular cluster, C3H8O overall at a distorted geometry (ωB97M-V/def2-TZVPD).

Frontier orbital gap, eV: 10.818
SMILES: C=C.CO
LUMO energy, eV: 0.89
HOMO level, eV: -9.93
Energy relative to the best compared isomer or geometry (same formula, charge and spin), kJ/mol: 217.1

Last column: natural (NBO) charge in e.
Cartesian coordinates (Å):
C: -1.91778 0.59242 0.00069  -0.355
C: -1.62345 0.02808 -1.18686  -0.424
H: -2.08615 1.65095 0.14727  0.193
H: -1.72258 -0.01425 0.88389  0.189
H: -1.51631 0.73656 -2.00807  0.187
H: -2.04445 -0.95042 -1.40015  0.211
C: 1.84655 -0.15655 0.90015  -0.247
O: 2.40932 -0.99498 -0.07653  -0.723
H: 2.28076 -0.16570 1.89524  0.185
H: 0.81118 -0.46143 1.13841  0.154
H: 1.78127 0.86024 0.48800  0.161
H: 1.78166 -1.12490 -0.78205  0.470